Record 1
Formula: C4H10O2
Source: the Open Molecules 2025 dataset
Level of theory: ωB97M-V with the def2-TZVPD basis set

```
16
Properties=species:S:1:pos:R:3:forces:R:3
O -1.44112 1.70044 0.90357 0.04 0.08 0.17
O -0.30580 -0.54752 1.48737 -0.06 0.03 0.10
C -0.90617 -1.12206 -0.78587 -0.06 -0.05 -0.01
C -0.05217 -0.34983 0.22313 -0.03 0.22 -0.34
C 0.25349 1.01039 -0.13205 0.14 -0.11 -0.03
C 1.56993 -0.63081 -0.20835 0.29 -0.08 -0.02
H -1.21648 0.84647 1.41756 0.02 0.02 0.00
H 1.53273 -1.72032 -0.13370 -0.05 0.13 -0.01
H 0.85948 1.57925 0.56310 -0.10 -0.09 -0.06
H -1.94369 -0.78849 -0.68633 0.13 -0.06 -0.01
H -0.86475 -2.18424 -0.52951 0.00 0.15 -0.04
H -1.20697 2.42450 1.49827 -0.09 -0.08 -0.09
H -0.58842 -0.98746 -1.82714 -0.01 0.00 0.17
H 0.15079 1.39540 -1.14587 -0.02 -0.10 0.15
H 1.92114 -0.36977 -1.21193 -0.08 -0.02 0.15
H 2.23802 -0.25593 0.56775 -0.11 -0.02 -0.12
```
Forces are in eV/Å.

As for the charge: 0. The energy above the lowest of the compared OMol25 structures with the same formula, charge and spin comes out at 86.4 kcal per mole. The calculation puts the orbital gap at 8.81 eV. The calculation puts the HOMO energy at -8.623 eV. The calculation puts the calculated total energy at -308.7605 Eh.

Record 2
Formula: C4H10O2
Source: the Open Molecules 2025 dataset
Level of theory: ωB97M-V with the def2-TZVPD basis set

```
16
Properties=species:S:1:pos:R:3:forces:R:3
O 0.43273 0.70598 -2.61309 -0.01 0.00 0.01
O 2.37786 0.16264 -0.53862 0.29 0.12 -0.04
C 1.44910 0.41440 0.50999 -0.25 0.04 0.32
C 0.22942 -0.42456 0.27806 -0.21 0.05 0.13
C -2.25462 -0.81574 0.31759 -0.03 -0.07 -0.02
C -1.01487 0.02048 0.44374 0.18 -0.06 0.04
H -3.04584 -0.28292 -0.22070 0.14 -0.06 0.06
H -2.05208 -1.75432 -0.20728 0.00 0.12 0.09
H -1.15805 1.06536 0.72613 0.03 -0.13 -0.04
H 0.41986 -1.46055 -0.00500 -0.06 0.12 0.03
H -2.65128 -1.06409 1.30948 0.02 0.06 -0.13
H -0.25445 0.44915 -1.98659 0.07 0.04 -0.11
H 1.17278 1.47851 0.54969 0.04 -0.18 -0.01
H 1.24902 0.51271 -2.12623 -0.06 0.03 -0.08
H 1.89961 0.14091 1.47671 -0.04 0.04 -0.15
H 3.17587 0.67670 -0.36411 -0.11 -0.12 -0.10
```
Forces are in eV/Å.

As for the charge: 0. The energy above the lowest of the compared OMol25 structures with the same formula, charge and spin comes out at 26.3 kcal per mole. The calculation puts the orbital gap at 10.52 eV. The calculation puts the HOMO energy at -9.746 eV. The calculation puts the calculated total energy at -308.8562 Eh.

Record 3
Formula: C4H10O2
Source: the Open Molecules 2025 dataset
Level of theory: ωB97M-V with the def2-TZVPD basis set

```
16
Properties=species:S:1:pos:R:3:forces:R:3
O -1.25001 1.37891 -0.31087 0.07 -0.45 0.02
O 0.78808 1.19448 1.19336 -0.11 0.08 0.12
C -1.99055 -0.86383 -0.22717 -0.04 -0.05 -0.04
C 0.34770 -0.04580 0.70159 -0.10 -0.20 0.01
C -0.97198 0.22477 -0.04223 -0.15 0.30 0.05
C 1.46685 -0.74764 -0.08760 -0.02 -0.02 -0.04
H 1.78339 -0.17353 -0.96006 -0.17 -0.11 0.14
H 0.08753 -0.70157 1.54684 -0.02 0.07 -0.04
H 1.33153 1.94759 -1.39185 0.08 0.20 -0.10
H 1.19319 -1.75781 -0.41127 -0.09 0.15 0.12
H 1.49902 1.91487 -0.66824 0.11 0.17 -0.33
H -1.63235 -1.71705 -0.80958 0.07 0.12 0.08
H 2.33244 -0.82948 0.57879 -0.17 -0.02 -0.09
H 0.14968 1.83179 0.80767 0.35 -0.05 0.25
H -2.25691 -1.22751 0.77239 0.03 -0.05 -0.15
H -2.87762 -0.42818 -0.69179 0.15 -0.15 0.00
```
Forces are in eV/Å.

As for the charge: 0. The energy above the lowest of the compared OMol25 structures with the same formula, charge and spin comes out at 37.2 kcal per mole. The calculation puts the orbital gap at 11.03 eV. The calculation puts the HOMO energy at -10.255 eV. The calculation puts the calculated total energy at -308.8389 Eh.

Record 4
Formula: C4H10O2
Source: the Open Molecules 2025 dataset
Level of theory: ωB97M-V with the def2-TZVPD basis set

```
16
Properties=species:S:1:pos:R:3:forces:R:3
O 2.13347 0.44680 0.10142 0.20 -0.11 0.10
O -0.04262 -0.47538 1.54625 0.16 0.14 0.15
C -0.64621 1.37446 0.11368 0.00 0.07 0.00
C -1.29636 -1.00971 -0.38166 -0.03 -0.04 -0.05
C -0.22467 -0.09279 0.18680 -0.10 0.00 -0.23
C 1.10763 -0.30422 -0.53823 -0.16 -0.14 -0.18
H -0.94020 -2.04399 -0.43791 -0.03 0.14 0.03
H -0.87004 1.67138 -0.91692 0.02 -0.06 0.13
H 0.64695 0.11451 1.88222 -0.10 -0.13 0.09
H 2.69250 -0.16473 0.59110 -0.04 0.12 -0.08
H 1.34669 -1.37577 -0.53211 -0.03 0.17 0.00
H -1.53580 1.53570 0.73055 0.11 -0.03 -0.10
H 0.16001 2.01952 0.47963 -0.12 -0.09 -0.02
H -1.59180 -0.68359 -1.38424 0.05 -0.07 0.12
H 1.04098 0.02760 -1.58192 -0.02 -0.02 0.15
H -2.17781 -0.99176 0.26670 0.12 0.05 -0.11
```
Forces are in eV/Å.

As for the charge: 0. The energy above the lowest of the compared OMol25 structures with the same formula, charge and spin comes out at 10.7 kcal per mole. The calculation puts the orbital gap at 10.83 eV. The calculation puts the HOMO energy at -10.049 eV. The calculation puts the calculated total energy at -308.8811 Eh.

Record 5
Formula: C4H10O2
Source: the Open Molecules 2025 dataset
Level of theory: ωB97M-V with the def2-TZVPD basis set

```
16
Properties=species:S:1:pos:R:3:forces:R:3
O 2.21191 -0.39438 -0.71143 -0.02 -0.12 -0.11
O -1.18165 -0.40367 0.22218 0.04 -0.01 0.01
C -0.30024 0.64797 -0.11429 -0.03 0.28 -0.05
C 2.32240 0.22390 0.50083 0.19 0.00 0.17
C 1.11942 -1.06220 -0.91368 0.08 -0.13 -0.01
C -2.51406 0.02632 0.33237 -0.36 0.06 0.06
H 2.19065 -0.44689 1.35568 0.01 0.12 -0.13
H 0.92719 0.64592 0.33095 -0.04 -0.15 -0.04
H -2.62512 0.81021 1.09798 0.05 -0.11 -0.09
H 0.96690 -1.37844 -1.94066 0.00 0.11 0.11
H -2.89753 0.42456 -0.62087 0.12 -0.07 0.13
H -3.11762 -0.83844 0.62080 0.07 0.12 -0.04
H -0.50477 1.50388 0.55221 -0.15 -0.02 -0.07
H -0.45877 1.00630 -1.14145 0.07 -0.07 0.13
H 0.64632 -1.61118 -0.10341 0.14 0.11 -0.07
H 3.21497 0.84613 0.53280 -0.16 -0.12 0.00
```
Forces are in eV/Å.

As for the charge: 0. The energy above the lowest of the compared OMol25 structures with the same formula, charge and spin comes out at 137.3 kcal per mole. The calculation puts the orbital gap (alpha / beta) at 8.44 / 8.44 eV. The calculation puts the HOMO energy (alpha / beta) at -7.800 / -7.800 eV. The calculation puts the calculated total energy at -308.6794 Eh.

Record 6
Formula: C4H10O2
Source: the Open Molecules 2025 dataset
Level of theory: ωB97M-V with the def2-TZVPD basis set

```
16
Properties=species:S:1:pos:R:3:forces:R:3
O 0.83175 1.39803 0.35269 0.10 0.01 0.24
O -0.06954 -0.40478 2.19382 0.10 -0.23 0.04
C 0.09174 0.28830 -0.13388 -0.17 -0.20 -0.16
C -0.73551 0.79212 -1.31292 -0.05 0.01 -0.04
C -0.81759 -0.19102 1.00488 -0.21 0.08 -0.18
C 1.04567 -0.83314 -0.56626 0.03 -0.03 0.00
H -1.52888 0.60263 1.25130 0.07 -0.09 -0.08
H 0.45687 -1.20469 2.07634 -0.07 0.08 0.11
H 1.55801 -1.27890 0.29600 -0.01 0.11 -0.13
H 0.51208 -1.63286 -1.09279 0.05 0.13 0.09
H -1.38171 -1.08931 0.71334 0.11 0.13 0.03
H -1.60697 1.35893 -0.96784 0.15 -0.04 -0.02
H -0.12102 1.46347 -1.91950 -0.04 -0.13 0.05
H 1.81949 -0.43268 -1.22634 -0.13 -0.02 0.04
H 1.02989 1.19197 1.27953 0.05 0.12 -0.13
H -1.08426 -0.02807 -1.94838 0.03 0.08 0.13
```
Forces are in eV/Å.

As for the charge: 0. The energy above the lowest of the compared OMol25 structures with the same formula, charge and spin comes out at 11.1 kcal per mole. The calculation puts the orbital gap at 10.84 eV. The calculation puts the HOMO energy at -10.079 eV. The calculation puts the calculated total energy at -308.8805 Eh.